C30H28F2N | ωB97M-V/def2-TZVPD

```
! RIJCOSX wB97M-V def2-TZVPD def2/J DEFGRID3
* xyz 1 1
F -4.114 1.044 -3.096
C -2.825 0.612 -2.921
C -2.579 -0.758 -2.978
C -1.279 -1.186 -2.775
C -0.218 -0.267 -2.526
C 1.083 -0.815 -2.316
C 2.327 -0.331 -2.813
C 3.404 -1.269 -2.948
C 4.708 -0.855 -3.145
C 4.945 0.516 -3.229
F 6.245 0.950 -3.291
C 3.923 1.465 -3.259
C 2.608 1.028 -3.133
C -0.531 1.115 -2.460
C -1.827 1.558 -2.701
H -3.380 -1.465 -3.178
H -1.031 -2.249 -2.825
H 1.090 -1.865 -2.021
H 3.170 -2.335 -2.877
H 5.526 -1.570 -3.204
H 4.157 2.521 -3.375
H 1.793 1.736 -3.260
H 0.243 1.832 -2.186
H -2.068 2.618 -2.692
C -3.714 -1.711 4.377
C -2.815 -0.836 4.998
C -1.762 -0.280 4.265
C -1.582 -0.609 2.916
C -0.416 0.028 2.141
C -0.759 1.416 1.606
C 0.171 2.456 1.736
C -0.145 3.741 1.292
C -1.396 3.993 0.718
C -2.323 2.956 0.589
C -2.007 1.669 1.033
C 0.110 -0.902 1.029
C 0.641 -2.234 1.591
C 1.955 -2.499 0.840
C 2.430 -1.106 0.411
N 1.191 -0.375 0.218
C -2.491 -1.473 2.293
C -3.554 -2.024 3.026
H -4.540 -2.146 4.941
H -2.938 -0.579 6.051
H -1.068 0.419 4.741
H 0.424 0.144 2.851
H 1.134 2.250 2.215
H 0.590 4.540 1.406
H -1.646 4.996 0.372
H -3.304 3.141 0.149
H -2.738 0.860 0.952
H -0.706 -1.078 0.309
H 0.840 -2.132 2.670
H -0.109 -3.019 1.459
H 2.709 -3.008 1.445
H 1.737 -3.105 -0.046
H 3.028 -0.643 1.217
H 3.041 -1.110 -0.500
H 1.276 0.633 0.154
H -2.382 -1.714 1.231
H -4.251 -2.691 2.516
*
```

The calculation puts the molar mass at 440.6 u. The LUMO energy is -0.1938 hartree. The HOMO energy is -0.4147 Eh. The gap between HOMO and LUMO is 0.221 Ha.